One molecule with the formula C4H7N2P at a distorted geometry, computed with ωB97M-V/def2-TZVPD.

Computed properties:
E_tot in eV: -16527.761
Structure (SMILES): Cc1pcnn1C
Kohn-Sham gap in eV: 9.50

Last column: natural (NBO) charge in e.
Element x y z (Å)
C 0.7801 2.4186 -1.4856  -0.36
C 0.9503 0.0244 -0.8417  -0.22
C 0.8342 -1.3562 -0.4981  -0.69
C -0.9698 0.5282 0.9665  -0.42
N 0.0191 2.2754 -0.4385  -0.21
N 0.0090 1.0670 0.0486  -0.18
P 1.6727 0.9786 -2.0814  0.52
H 0.8127 3.3337 -2.0216  0.21
H -0.0299 -1.4895 0.1872  0.22
H 1.9113 -1.6651 -0.1022  0.24
H 0.6137 -1.9702 -1.3031  0.24
H -0.5831 0.0851 1.8007  0.20
H -1.6652 1.4126 1.0888  0.24
H -1.5345 -0.2834 0.5724  0.19